# 1
# C26H27Cl5CsIN5OS3

C26H27Cl5CsIN5OS3 as an isolated structure (ωB97M-V with the def2-TZVPD basis set, the OMol25 dataset).

The HOMO energy comes out at -3.314 eV. The energy above the lowest of the compared OMol25 structures with the same formula, charge and spin is 50.85 kcal per mole. Its total energy is -140665.90846 eV. As for the total charge: -1.

CARTESIAN COORDINATES (ANGSTROEM)
1 Cs 2.72 -1.56 -0.74
2 C 2.57 3.24 4.22
3 C 1.60 3.32 3.04
4 S 1.51 1.82 2.03
5 C 2.17 2.38 0.43
6 C 3.67 2.63 0.40
7 S 4.55 0.96 0.62
8 C 5.53 1.52 2.04
9 C 4.79 1.63 3.38
10 S 4.33 3.34 3.83
11 H 2.38 2.34 4.81
12 H 2.40 4.09 4.88
13 H 1.85 4.17 2.40
14 H 0.60 3.50 3.44
15 H 1.58 3.25 0.12
16 H 1.94 1.58 -0.27
17 H 3.95 3.40 1.13
18 H 3.95 3.00 -0.60
19 H 6.01 2.46 1.78
20 H 6.31 0.76 2.14
21 H 5.43 1.26 4.18
22 H 3.89 1.04 3.35
23 Cl 4.57 -4.72 -3.61
24 C 2.97 -5.21 -3.04
25 C 2.20 -4.27 -2.39
26 C 0.95 -4.71 -2.03
27 Cl -0.12 -3.55 -1.19
28 C 0.46 -6.00 -2.24
29 Cl -1.13 -6.48 -1.74
30 C 1.29 -6.92 -2.88
31 Cl 0.75 -8.53 -3.17
32 C 2.57 -6.52 -3.29
33 Cl 3.60 -7.66 -4.10
34 N -6.21 0.27 0.47
35 C -7.35 1.03 0.66
36 C -8.71 0.71 0.66
37 C -9.59 1.75 0.89
38 C -9.13 3.07 1.11
39 C -7.78 3.36 1.11
40 C -6.88 2.32 0.88
41 N -5.49 2.35 0.82
42 C -5.14 1.12 0.58
43 C -3.75 0.64 0.42
44 C -3.45 -0.71 0.35
45 C -2.12 -1.09 0.19
46 N -1.12 -0.23 0.10
47 C -1.42 1.07 0.17
48 C -2.72 1.55 0.33
49 H -6.17 -0.71 0.26
50 H -9.06 -0.30 0.49
51 H -10.65 1.56 0.89
52 H -9.85 3.85 1.29
53 H -7.42 4.37 1.28
54 H -4.21 -1.48 0.44
55 H -1.87 -2.15 0.14
56 H -0.60 1.76 0.10
57 H -2.92 2.61 0.38
58 N 2.22 0.31 -4.81
59 C 2.20 -0.55 -3.72
60 N 2.34 -1.86 -3.97
61 O 2.04 -0.09 -2.58
62 H 2.71 0.00 -5.64
63 H 2.37 1.26 -4.55
64 H 2.43 -2.18 -4.92
65 H 2.34 -2.61 -3.24
66 I 6.31 -1.81 -1.07
67 C 5.60 -1.29 0.89
68 H 6.41 -1.53 1.58
69 H 4.78 -1.97 1.10

=====

# 2
# C26H27ClF9N2O3

A 2-piece molecular cluster, C26H27ClF9N2O3 overall (ωB97M-V with the def2-TZVPD basis set, the OMol25 dataset).

The HOMO energy comes out at -10.913 eV. Its total energy is -73476.80278 eV. As for the total charge: +1.

CARTESIAN COORDINATES (ANGSTROEM)
1 C -1.38 1.99 -2.88
2 C -1.05 0.94 -4.04
3 C -0.80 -0.58 -3.55
4 Cl 0.12 -1.59 -4.81
5 N -0.20 -0.69 -2.18
6 C -0.91 -1.29 -1.04
7 C -2.40 -1.85 -1.25
8 C -3.51 -0.65 -1.33
9 C -4.68 -1.11 -2.32
10 F -5.87 -1.71 -1.76
11 C -4.62 -1.03 -3.76
12 F -4.11 -2.18 -4.45
13 F -5.07 0.08 -4.52
14 C -0.29 -1.37 0.40
15 C -1.12 -2.05 1.59
16 F -1.29 -3.44 1.24
17 F -0.49 -2.10 2.85
18 C -2.56 -1.33 1.91
19 F -2.55 0.06 1.60
20 F -2.84 -1.41 3.32
21 C 1.14 -0.78 0.62
22 C 1.98 -0.69 1.97
23 O 2.82 -1.56 2.23
24 O 1.73 0.42 2.87
25 F 2.90 0.61 3.56
26 C 1.90 -0.18 -0.62
27 C 3.40 0.40 -0.46
28 C 3.37 2.03 -0.31
29 F 4.40 2.58 -1.19
30 C 1.14 -0.17 -1.99
31 C 2.04 0.53 -3.14
32 C 3.04 -0.41 -3.83
33 C 3.97 0.25 -4.92
34 C 3.67 1.78 -5.05
35 C 2.62 2.57 -4.25
36 N 1.82 1.92 -3.29
37 H -1.03 1.72 -1.84
38 H -0.98 3.05 -3.10
39 H -2.53 2.11 -2.82
40 H -1.97 0.93 -4.74
41 H -0.18 1.25 -4.73
42 H -1.85 -1.05 -3.62
43 H -2.76 -2.55 -0.44
44 H -2.45 -2.44 -2.24
45 H -3.03 0.34 -1.62
46 H -3.98 -0.62 -0.28
47 H -3.44 -1.89 1.41
48 H 3.99 -0.10 0.37
49 H 4.03 0.22 -1.42
50 H 2.37 2.43 -0.73
51 H 3.58 2.37 0.75
52 H 3.12 -1.53 -3.58
53 H 4.73 -0.32 -5.53
54 H 4.30 2.37 -5.82
55 H 2.51 3.70 -4.41
56 C -0.66 -0.05 5.85
57 C 0.59 -0.65 6.45
58 C 1.06 0.47 7.37
59 O -0.11 1.16 7.81
60 C -1.23 0.73 7.02
61 H -1.35 -0.80 5.46
62 H -0.40 0.63 5.04
63 H 0.34 -1.53 7.04
64 H 1.34 -0.93 5.71
65 H 1.69 1.18 6.84
66 H 1.61 0.10 8.24
67 H -1.86 0.10 7.65
68 H -1.81 1.60 6.70

=====

# 3
# C26H27ClN2O2

C26H27ClN2O2 in the gas phase (ωB97M-V with the def2-TZVPD basis set, the OMol25 dataset).

Its SMILES is O=C(NC1CCN(Cc2ccccc2)CC1)c1ccccc1OCc1ccccc1Cl. The HOMO energy comes out at -8.794 eV. The energy above the lowest of the compared OMol25 structures with the same formula, charge and spin is 0.00 kcal per mole. Its total energy is -46998.90292 eV. As for the total charge: 0.

CARTESIAN COORDINATES (ANGSTROEM)
1 O 1.76 2.96 -2.47
2 C 1.73 1.91 -1.85
3 N 0.80 0.96 -2.05
4 C -0.35 1.16 -2.90
5 C -0.78 -0.16 -3.54
6 C -1.40 -1.10 -2.51
7 N -2.52 -0.47 -1.85
8 C -3.24 -1.40 -1.00
9 C -3.92 -2.46 -1.82
10 C -4.63 -2.10 -2.96
11 C -5.27 -3.06 -3.72
12 C -5.22 -4.39 -3.35
13 C -4.53 -4.76 -2.21
14 C -3.87 -3.80 -1.45
15 C -2.10 0.72 -1.14
16 C -1.54 1.75 -2.13
17 C 2.78 1.59 -0.82
18 C 4.01 2.20 -1.01
19 C 5.05 2.03 -0.11
20 C 4.84 1.24 1.01
21 C 3.62 0.64 1.22
22 C 2.58 0.80 0.31
23 O 1.34 0.21 0.48
24 C 1.02 -0.37 1.72
25 C 1.01 0.61 2.86
26 C 0.75 1.96 2.62
27 C 0.75 2.88 3.65
28 C 0.99 2.46 4.95
29 C 1.23 1.13 5.21
30 C 1.24 0.21 4.17
31 Cl 1.55 -1.45 4.54
32 H 0.77 0.17 -1.43
33 H -0.03 1.88 -3.67
34 H -1.52 0.05 -4.31
35 H 0.08 -0.64 -4.02
36 H -1.76 -2.00 -3.01
37 H -0.63 -1.41 -1.77
38 H -2.57 -1.87 -0.26
39 H -4.00 -0.83 -0.46
40 H -4.66 -1.06 -3.25
41 H -5.82 -2.77 -4.61
42 H -5.73 -5.14 -3.94
43 H -4.48 -5.80 -1.91
44 H -3.33 -4.09 -0.57
45 H -2.97 1.15 -0.63
46 H -1.34 0.49 -0.37
47 H -2.32 2.02 -2.83
48 H -1.22 2.64 -1.59
49 H 4.13 2.83 -1.88
50 H 6.00 2.50 -0.28
51 H 5.63 1.10 1.73
52 H 3.48 0.05 2.11
53 H 0.01 -0.78 1.58
54 H 1.69 -1.21 1.94
55 H 0.56 2.28 1.61
56 H 0.55 3.92 3.44
57 H 0.99 3.18 5.76
58 H 1.42 0.79 6.22

=====

It is found that the Kohn-Sham gap values, taken in the order of the records, are 5.005 5.528 9.355 eV.
It is found that the LUMO level values, taken in the order of the records, are 1.691 -5.385 0.561 eV.